Molecular formula: C3H4O2S
Method: DFT, ωB97M-V/def2-TZVPD

Each line ends with the Mulliken charge.
Geometry (Å):
S (-4.236, 0.094, 2.434)  0.70
O (-3.703, 0.594, 0.662)  -0.45
O (-3.734, -1.173, 2.830)  -0.26
C (1.613, 0.474, -0.998)  -0.19
C (1.981, 1.615, -0.982)  -0.12
C (1.489, -0.875, -0.783)  -0.91
H (2.471, -1.276, -0.937)  0.27
H (0.701, -1.177, -1.403)  0.30
H (2.128, 2.643, -1.152)  0.42
H (1.289, -0.918, 0.327)  0.23

Forces on atoms 1 to 2 (eV/Å):
2.4 2.6 -8.4
-2.5 -2.1 8.0

Calculated values
- Electronic energy: -665.14937 a.u.
- Energy above the lowest of the compared OMol25 structures with the same formula, charge and spin: 6.4289 eV
- Frontier orbital gap (alpha / beta): 0.2467 / 0.2468 Ha
- LUMO level (alpha / beta): -2.9 / -2.9 eV
- M: 104.1 g mol⁻¹
- HOMO level (alpha / beta): -9.583 / -9.583 eV
- Largest force on an atom: 9.1 eV Å⁻¹

***

Molecular formula: C51H39BiN13O6STe
Method: DFT, ωB97M-V/def2-TZVPD

Each line ends with the Mulliken charge.
Geometry (Å):
Bi (0.045, -0.863, 0.723)  2.65
Te (-0.926, -0.600, 3.263)  -0.25
S (-3.198, -0.154, 5.587)  -0.16
O (0.591, -3.405, 1.743)  -0.73
O (2.854, -4.984, -0.363)  -0.67
O (-0.310, -5.778, 0.008)  -0.40
O (1.433, 0.217, 2.602)  -0.49
O (0.749, -3.677, -2.949)  -0.61
O (-2.382, 4.424, -3.354)  -0.23
N (-3.588, 6.084, -4.161)  -0.53
N (3.093, -2.727, 2.440)  0.14
N (-1.080, -2.710, 0.050)  -0.04
N (3.313, 0.428, 1.303)  -1.81
N (2.766, -0.544, 0.555)  1.36
N (0.414, 0.102, -3.509)  1.16
N (-1.720, 3.478, 1.381)  0.98
N (-3.194, 5.331, -5.191)  -0.54
N (1.585, -2.120, -1.487)  0.16
N (-0.015, -1.143, -3.788)  -1.51
N (-0.580, -0.460, -1.629)  -0.52
N (-0.766, 1.652, 0.699)  0.60
N (-0.409, 3.731, 1.378)  -1.05
C (1.014, 0.888, -4.553)  -1.76
C (-3.422, 6.750, 0.948)  -0.81
C (-0.298, 1.329, -6.678)  -0.62
C (-2.984, 5.463, 0.639)  1.06
C (-1.759, 3.319, -5.405)  -0.04
C (2.531, 0.771, 2.310)  -0.06
C (3.424, -1.470, 0.000)  -1.15
C (-3.245, 5.967, -1.710)  -0.05
C (-2.668, 4.491, 1.757)  -1.47
C (-4.941, -1.854, 4.825)  -0.64
C (-3.203, -3.804, -0.032)  -0.67
C (-3.793, 7.625, -0.065)  -0.54
C (0.339, -2.758, -1.938)  0.10
C (3.040, 1.837, 3.205)  0.54
C (-3.720, 7.245, -1.388)  -1.02
C (-2.888, 5.082, -0.684)  -0.16
C (-4.701, -0.971, 5.824)  -0.52
C (5.080, -3.070, 3.691)  -1.04
C (4.624, 3.540, 3.798)  -0.72
C (3.847, -2.467, 3.486)  -0.27
C (1.148, -3.954, 0.808)  0.00
C (-3.906, -1.882, 3.860)  -0.11
C (-1.985, 3.044, -6.759)  -0.95
C (-2.801, -4.498, -1.206)  -1.02
C (2.644, -2.591, -0.589)  -0.02
C (2.598, -3.798, 0.377)  2.87
C (-1.552, -4.355, -1.678)  -0.80
C (3.509, -3.618, 1.552)  -0.56
C (2.304, 2.132, 4.350)  -0.28
C (-2.316, -2.934, 0.514)  -0.09
C (1.961, -4.185, -2.452)  -0.35
C (-3.108, 5.543, -3.069)  0.55
C (-0.523, -3.553, -0.945)  0.91
C (-0.793, 2.590, -4.709)  0.14
C (0.509, -4.679, -0.303)  1.27
C (0.069, 0.486, -2.287)  -0.79
C (1.714, -5.084, -1.209)  -1.06
C (-1.925, 2.224, 0.964)  -0.81
C (4.695, -4.329, 1.697)  -1.25
C (5.499, -4.032, 2.785)  -0.59
C (4.210, 2.539, 2.938)  -0.26
C (2.679, -2.900, -2.032)  -0.53
C (0.189, -6.634, 1.012)  -0.75
C (-2.878, -1.026, 4.115)  -0.24
C (0.137, 2.615, 0.968)  -1.08
C (-0.554, -1.597, -2.551)  -0.01
C (-0.043, 1.619, -5.342)  0.89
C (2.727, 3.127, 5.209)  -0.78
C (3.882, 3.839, 4.931)  -0.39
C (-2.472, 4.352, -4.712)  0.62
C (-1.267, 2.041, -7.374)  -0.60
H (6.443, -4.541, 2.925)  0.44
H (2.457, -4.738, -3.251)  0.70
H (4.210, 4.622, 5.600)  0.38
H (3.368, -2.426, -2.719)  0.40
H (1.702, 1.604, -4.094)  0.33
H (-3.930, -2.535, 3.006)  0.43
H (-0.628, 2.802, -3.663)  0.56
H (1.403, 1.566, 4.547)  0.40
H (1.569, 0.204, -5.196)  0.45
H (-5.296, -0.749, 6.687)  0.40
H (5.530, 4.091, 3.590)  0.40
H (-2.247, 5.034, 2.607)  0.47
H (-2.579, -2.305, 1.353)  -0.51
H (-1.559, -2.035, -2.677)  0.74
H (3.451, -1.731, 4.173)  0.54
H (-1.215, -4.857, -2.568)  0.41
H (0.302, 1.450, -1.880)  0.67
H (-3.588, 3.989, 2.076)  0.32
H (0.185, -6.146, 1.992)  0.22
H (-4.196, -3.918, 0.369)  0.45
H (5.691, -2.793, 4.534)  0.41
H (1.193, 2.480, 0.861)  0.84
H (4.772, 2.287, 2.051)  0.47
H (-4.139, 8.617, 0.189)  0.39
H (0.263, 0.549, -7.170)  0.39
H (-4.001, 7.908, -2.189)  0.51
H (4.970, -5.073, 0.968)  0.49
H (4.510, -1.591, 0.079)  0.30
H (-5.820, -2.474, 4.775)  0.37
H (-0.485, -7.489, 1.021)  0.39
H (1.596, -6.124, -1.525)  0.86
H (1.208, -6.974, 0.786)  0.30
H (-1.455, 1.809, -8.414)  0.38
H (-2.724, 3.625, -7.288)  0.50
H (-3.520, -5.106, -1.741)  0.41
H (-2.883, 1.759, 0.862)  0.58
H (-3.477, 7.064, 1.980)  0.43
H (-2.543, 4.094, -0.951)  0.74
H (2.154, 3.350, 6.098)  0.41

Forces on atoms 1 to 2 (eV/Å):
0.3 -0.1 -2.1
-1.7 0.2 2.9

Calculated values
- Net charge: -1
- Electronic energy: -4010.77065 a.u.
- Frontier orbital gap: 0.1583 Ha
- LUMO level: 1.6 eV
- M: 1298.6 g mol⁻¹
- HOMO level: -2.738 eV
- Largest force on an atom: 3.4 eV Å⁻¹

***

Molecular formula: C7H16F2NO4PS3
Method: DFT, ωB97M-V/def2-TZVPD

Each line ends with the Mulliken charge.
Geometry (Å):
S (1.220, 2.379, -1.107)  1.01
S (-3.065, -1.651, -1.501)  1.08
S (-1.776, -3.863, 2.307)  -0.35
P (-2.046, -3.447, 0.456)  0.20
F (-0.800, 0.841, 3.724)  -0.34
F (-4.037, -0.453, -1.282)  -0.20
O (-2.021, -1.146, -2.319)  -0.49
O (-3.862, -2.761, -1.880)  -0.60
O (1.181, 3.527, -1.971)  -0.72
O (0.025, 1.968, -0.407)  -0.56
N (-2.580, -1.840, 0.062)  0.14
C (-0.708, 0.518, 2.378)  -0.06
C (-1.891, -0.316, 1.941)  -0.40
C (-1.638, -0.761, 0.504)  -0.84
C (1.890, 0.951, -1.977)  -0.47
C (3.244, 0.658, -1.322)  -0.71
C (3.160, 1.133, 0.135)  -0.34
C (2.549, 2.529, 0.086)  -0.71
H (2.124, 2.875, 1.025)  0.40
H (1.175, 0.141, -1.841)  0.21
H (-0.892, -3.544, -0.343)  0.08
H (3.247, 3.268, -0.306)  0.35
H (2.515, 0.467, 0.712)  0.11
H (1.956, 1.209, -3.031)  0.37
H (-2.995, -4.197, -0.236)  0.13
H (-0.653, 1.448, 1.812)  0.14
H (0.231, -0.025, 2.235)  0.19
H (-0.607, -1.095, 0.344)  0.31
H (4.138, 1.147, 0.614)  0.35
H (4.032, 1.207, -1.840)  0.30
H (-2.792, 0.300, 1.960)  0.23
H (-2.024, -1.160, 2.612)  0.27
H (3.485, -0.402, -1.388)  0.38
H (-1.785, 0.092, -0.157)  0.55

Forces on atoms 1 to 2 (eV/Å):
0.0 0.0 -0.1
-0.2 0.2 0.3

Calculated values
- Electronic energy: -2367.67504 a.u.
- Frontier orbital gap: 0.3654 Ha
- LUMO level: 0.3 eV
- M: 343.4 g mol⁻¹
- HOMO level: -9.641 eV
- Largest force on an atom: 0.5 eV Å⁻¹

***

Molecular formula: C4H27N2O9
Method: DFT, ωB97M-V/def2-TZVPD

Each line ends with the Mulliken charge.
Geometry (Å):
O (-0.949, -0.122, 2.574)  -0.57
O (-2.251, -1.524, 0.599)  -0.58
O (-3.279, 2.630, 0.927)  -0.69
O (-0.086, -2.624, -0.534)  -0.97
O (2.843, -1.663, 0.847)  -0.63
O (-1.322, 4.069, -1.331)  -0.69
O (1.963, -1.971, -1.659)  -0.91
O (3.216, 0.764, -0.472)  -0.69
O (0.969, -4.622, 0.625)  -0.72
N (-0.446, -0.173, -2.526)  -0.54
N (-0.947, 1.299, -0.644)  0.22
C (0.262, 0.675, 2.461)  -0.28
C (0.355, 1.524, 0.093)  -0.11
C (0.084, 1.894, 1.565)  -0.41
C (-0.728, 1.169, -2.147)  -0.90
H (-1.530, -0.150, 1.799)  0.27
H (3.287, 0.395, 0.410)  0.33
H (3.775, -1.867, 0.737)  0.28
H (-3.136, -1.883, 0.547)  0.21
H (1.414, -3.827, 0.305)  0.40
H (-0.948, 2.236, 1.639)  0.17
H (0.518, -0.347, -2.755)  0.32
H (1.847, -2.327, -2.551)  0.21
H (1.047, 0.667, 0.003)  -0.53
H (-0.858, -0.872, -1.933)  0.27
H (-1.523, -2.147, 0.355)  0.32
H (-1.486, 0.553, -0.222)  0.09
H (-0.855, 3.937, -0.495)  0.34
H (-1.765, 1.340, -2.510)  0.51
H (2.394, -2.002, 0.059)  0.20
H (-3.756, 1.808, 1.104)  0.34
H (0.174, -4.343, 0.128)  0.36
H (-1.683, 3.141, -1.360)  0.35
H (0.428, 0.924, 3.521)  0.33
H (0.875, 2.593, 1.874)  0.36
H (0.767, -2.307, -1.306)  0.28
H (0.985, -0.047, 2.047)  0.14
H (-0.010, 1.898, -2.496)  0.34
H (0.114, -1.804, -0.056)  0.45
H (0.712, 2.405, -0.470)  0.59
H (2.959, 0.050, -1.078)  0.30
H (-2.504, 2.252, 0.468)  0.24

Forces on atoms 1 to 2 (eV/Å):
-0.2 0.4 0.4
0.1 0.8 0.2

Calculated values
- Net charge: -1
- Electronic energy: -955.28258 a.u.
- Energy above the lowest of the compared OMol25 structures with the same formula, charge and spin: 2.1689 eV
- Frontier orbital gap: 0.3248 Ha
- LUMO level: 2.9 eV
- M: 247.3 g mol⁻¹
- HOMO level: -5.968 eV
- Largest force on an atom: 3.8 eV Å⁻¹

***

Molecular formula: C6H4O
Method: DFT, ωB97M-V/def2-TZVPD

Each line ends with the Mulliken charge.
Geometry (Å):
O (-1.944, -0.318, 0.632)  -0.50
C (-1.157, -0.556, -2.750)  0.40
C (-1.077, -0.732, -0.105)  0.11
C (0.877, -0.377, 0.859)  0.29
C (1.293, 0.865, 1.472)  -1.00
C (0.213, -1.285, 0.380)  -0.35
C (-1.133, -0.603, -1.549)  -0.23
H (-1.200, -0.544, -3.815)  0.38
H (0.524, 1.139, 2.205)  0.26
H (2.258, 0.765, 1.967)  0.34
H (1.347, 1.645, 0.705)  0.29

Forces on atoms 1 to 2 (eV/Å):
0.2 -0.5 -0.5
0.0 -0.1 0.4

Calculated values
- Electronic energy: -306.08415 a.u.
- Energy above the lowest of the compared OMol25 structures with the same formula, charge and spin: 3.4662 eV
- Frontier orbital gap: 0.3889 Ha
- LUMO level: 0.5 eV
- M: 92.1 g mol⁻¹
- HOMO level: -10.110 eV
- Largest force on an atom: 0.8 eV Å⁻¹

***

Molecular formula: C2H12N2O3
Method: DFT, ωB97M-V/def2-TZVPD

Each line ends with the Mulliken charge.
Geometry (Å):
O (-1.171, -0.494, 2.527)  -0.73
O (0.981, -1.966, 1.507)  -0.72
O (-0.261, 1.850, 1.368)  -0.68
N (1.526, 0.243, -0.266)  -0.60
N (-1.238, 0.059, -2.827)  -0.60
C (-0.530, 0.370, -1.606)  -0.33
C (0.729, 0.009, -1.428)  -0.13
H (-1.036, 0.954, -0.840)  0.36
H (1.182, 1.102, 0.172)  0.20
H (0.091, 2.453, 2.030)  0.29
H (-0.395, -1.073, 2.541)  0.38
H (2.437, 0.505, -0.624)  0.23
H (0.928, -2.849, 1.136)  0.32
H (-1.403, 0.917, -3.340)  0.25
H (-2.147, -0.303, -2.593)  0.27
H (-0.495, 1.046, 1.878)  0.40
H (1.281, -1.369, 0.786)  0.44
H (-1.665, -0.876, 1.796)  0.32
H (1.183, -0.578, -2.216)  0.32

Forces on atoms 1 to 2 (eV/Å):
0.0 0.0 0.1
0.1 0.0 -0.1

Calculated values
- Electronic energy: -418.62115 a.u.
- Energy above the lowest of the compared OMol25 structures with the same formula, charge and spin: 0.4871 eV
- Frontier orbital gap: 0.3479 Ha
- LUMO level: 0.8 eV
- M: 112.1 g mol⁻¹
- HOMO level: -8.679 eV
- Largest force on an atom: 1.2 eV Å⁻¹